Record 1
This record from OMol25 describes 2 unconnected molecules or ions with the total composition C6H11N in a non-equilibrium geometry. The level of theory is ωB97M-V with the def2-TZVPD basis set.

CARTESIAN COORDINATES (ANGSTROEM)
C  -0.82  -1.80  -0.76
C  -0.24  -0.45  -1.16
C  0.15  0.48  0.01
C  0.74  1.80  -0.50
C  1.07  -0.34  1.88
C  -0.94  0.70  0.90
N  -1.82  0.86  1.67
H  -0.07  -2.42  -0.24
H  -1.15  -2.36  -1.65
H  -1.68  -1.68  -0.10
H  -1.00  0.11  -1.73
H  0.60  -0.59  -1.85
H  -0.05  2.31  -1.07
H  1.04  2.45  0.32
H  1.59  1.66  -1.18
H  0.97  0.54  2.53
H  0.29  -1.05  2.20
H  1.33  -0.22  0.74

Computed properties:
HOMO energy	-8.32	eV
Kohn-Sham gap	8.300	eV
LUMO	0.0	eV

Atomic partial charges in e from the Löwdin method, atoms 1 to 4: C -0.099; C -0.220; C -0.384; C -0.050



Record 2
This record from OMol25 describes 2 unconnected molecules or ions with the total composition C5H14N2O in a non-equilibrium geometry. The level of theory is ωB97M-V with the def2-TZVPD basis set.

CARTESIAN COORDINATES (ANGSTROEM)
C  -0.83  0.40  -0.99
C  -1.48  1.62  -0.35
N  0.25  -1.84  1.59
N  -0.75  -1.11  2.27
O  -0.36  -2.98  0.97
H  0.18  -3.71  1.32
H  -0.58  -1.06  3.28
H  -1.67  -1.54  2.14
H  -1.08  -0.51  -0.43
H  -1.26  0.23  -1.98
H  -0.90  2.53  -0.52
H  -1.60  1.46  0.73
H  -2.48  1.77  -0.77
C  1.56  0.91  0.07
C  0.73  0.47  -1.10
C  1.28  0.50  -2.34
H  0.65  -1.33  0.71
H  2.19  1.76  -0.17
H  2.22  0.08  0.36
H  0.94  1.13  0.95
H  2.30  0.84  -2.51
H  0.69  0.37  -3.24

Computed properties:
HOMO energy	-8.96	eV
Kohn-Sham gap	9.986	eV
LUMO	1.0	eV

Atomic partial charges in e from the Löwdin method, atoms 1 to 4: C -0.228; C -0.110; N -0.183; N -0.019



Record 3
This record from OMol25 describes a single C6H9NO molecule in a non-equilibrium geometry. The level of theory is ωB97M-V with the def2-TZVPD basis set.

CARTESIAN COORDINATES (ANGSTROEM)
C  -1.44  -0.72  0.07
C  -1.60  0.81  0.04
C  -0.07  1.53  -0.26
C  1.29  0.57  -0.01
C  1.17  -1.83  -0.08
C  -0.08  -1.18  0.59
H  -2.46  0.97  -0.68
H  -2.09  1.40  1.01
H  -0.18  2.48  0.31
H  -0.14  1.75  -1.18
H  1.72  0.57  1.02
H  1.97  1.21  -0.86
H  0.85  -2.78  -0.66
H  2.13  -2.13  0.26
H  0.28  -0.43  1.45
N  0.74  -0.60  -0.65
O  -2.09  -1.63  -0.37

Computed properties:
HOMO energy	-9.05	eV
Kohn-Sham gap	10.026	eV
LUMO	1.0	eV

Atomic partial charges in e from the Löwdin method, atoms 1 to 4: C -0.413; C -0.066; C -0.091; C -0.209



Record 4
This record from OMol25 describes a single C2H2O3S molecule in a non-equilibrium geometry. The level of theory is ωB97M-V with the def2-TZVPD basis set.

CARTESIAN COORDINATES (ANGSTROEM)
C  0.85  0.62  -0.29
C  0.06  -0.46  0.42
H  0.67  1.89  -1.79
H  -1.94  0.58  -0.39
O  0.28  1.02  -1.43
O  1.90  1.02  0.10
O  0.62  -1.16  1.23
S  -1.67  -0.65  0.13

Computed properties:
HOMO energy	-10.46	eV
Kohn-Sham gap	10.029	eV
LUMO	-0.4	eV

Atomic partial charges in e from the Löwdin method, atoms 1 to 4: C -0.536; C -0.702; H 0.183; H -0.098



Record 5
This record from OMol25 describes a molecular structure, C29H21F5N3NiO2Se in a non-equilibrium geometry. The level of theory is ωB97M-V with the def2-TZVPD basis set.

CARTESIAN COORDINATES (ANGSTROEM)
Ni  0.03  0.00  0.78
C  -1.48  1.32  2.31
C  -1.71  2.62  1.61
C  -2.67  3.51  2.07
C  -2.91  4.69  1.39
C  -2.23  4.94  0.21
C  -1.26  4.07  -0.28
C  -0.66  4.33  -1.63
C  -0.92  2.94  0.49
N  0.09  2.03  0.16
C  1.31  2.41  -0.26
O  1.80  3.54  -0.31
C  2.15  1.22  -0.69
C  3.42  1.28  -1.23
C  4.03  0.08  -1.58
C  3.36  -1.13  -1.42
C  2.09  -1.10  -0.87
N  1.55  0.05  -0.52
C  1.17  -2.29  -0.68
O  1.46  -3.38  -1.17
N  0.07  -1.94  0.00
C  -0.96  -2.85  0.26
C  -2.25  -2.56  -0.23
C  -2.45  -1.34  -1.10
C  -3.30  -3.41  0.04
C  -3.10  -4.55  0.80
C  -1.84  -4.84  1.29
C  -0.76  -4.01  1.03
C  0.61  -4.35  1.56
H  -2.13  1.18  3.17
H  -0.44  1.27  2.66
H  -1.69  0.46  1.62
H  -3.24  3.27  2.96
H  -3.65  5.40  1.75
H  -2.47  5.82  -0.37
H  -1.33  4.95  -2.23
H  -0.49  3.39  -2.17
H  0.30  4.82  -1.55
H  3.89  2.24  -1.35
H  5.04  0.09  -1.99
H  3.80  -2.07  -1.71
H  -1.91  -1.45  -2.04
H  -2.04  -0.44  -0.63
H  -3.50  -1.17  -1.31
H  -4.29  -3.19  -0.35
H  -3.94  -5.22  1.01
H  -1.69  -5.73  1.89
H  0.54  -5.04  2.40
H  1.13  -3.45  1.89
H  1.21  -4.80  0.76
F  -0.69  0.26  8.26
C  -0.20  0.05  7.04
C  0.26  1.11  6.28
F  0.23  2.35  6.79
C  0.77  0.88  5.02
F  1.20  1.93  4.32
C  0.83  -0.40  4.45
Se  1.57  -0.71  2.74
C  0.35  -1.44  5.25
F  0.36  -2.69  4.79
C  -0.16  -1.23  6.51
F  -0.61  -2.25  7.25

Computed properties:
charge	-1
HOMO energy (spin up / spin down)	-5.02 / -5.12	eV
multiplicity	3
Kohn-Sham gap (spin up / spin down)	7.571 / 7.300	eV
LUMO (spin up / spin down)	2.5 / 2.2	eV

Atomic partial charges in e from the Löwdin method, atoms 1 to 4: Ni 0.493; C -0.061; C -0.202; C -0.066



Record 6
This record from OMol25 describes a molecular structure, C4H5FN2 in a non-equilibrium geometry. The level of theory is ωB97M-V with the def2-TZVPD basis set.

CARTESIAN COORDINATES (ANGSTROEM)
C  0.08  -1.63  -1.20
C  -0.40  -0.45  -0.88
C  0.62  0.24  -1.70
C  -0.55  0.88  2.04
N  0.50  -0.98  -2.32
N  0.07  -0.23  1.58
F  0.33  1.38  -2.35
H  0.15  -2.76  -1.13
H  1.56  0.33  -1.06
H  -0.37  1.83  1.78
H  -0.34  0.72  3.07
H  -1.65  0.68  2.16

Computed properties:
HOMO energy (spin up / spin down)	-8.82 / -8.79	eV
Kohn-Sham gap (spin up / spin down)	8.063 / 7.871	eV
LUMO (spin up / spin down)	-0.8 / -0.9	eV

Atomic partial charges in e from the Löwdin method, atoms 1 to 4: C -0.120; C 0.004; C -0.476; C -0.262



Record 7
This record from OMol25 describes a molecular structure, C4H8NO2 in a non-equilibrium geometry. The level of theory is ωB97M-V with the def2-TZVPD basis set.

CARTESIAN COORDINATES (ANGSTROEM)
C  -0.35  0.40  -0.48
C  -1.39  0.79  0.39
C  -2.07  -0.48  0.06
O  -3.06  -0.62  -0.65
N  0.69  -0.46  -0.24
C  1.93  -0.34  -1.15
O  3.03  -0.29  -0.45
H  1.06  -0.23  0.68
H  -0.39  0.85  -1.49
H  -0.15  0.26  3.02
H  -1.61  1.83  0.57
H  -1.71  -1.36  0.61
H  1.82  -1.23  -1.83
H  0.50  0.32  2.67
H  1.71  0.58  -1.73

Computed properties:
charge	-1
HOMO energy	-3.52	eV
Kohn-Sham gap	7.498	eV
LUMO	4.0	eV

Atomic partial charges in e from the Löwdin method, atoms 1 to 4: C -0.198; C -0.116; C -0.408; O -0.054



Record 8
This record from OMol25 describes a gas-phase ion, C9H15N2O2 (charge +1) in a non-equilibrium geometry. The level of theory is ωB97M-V with the def2-TZVPD basis set.

CARTESIAN COORDINATES (ANGSTROEM)
C  -1.69  -0.89  0.18
C  -0.61  1.32  -0.08
C  3.19  -0.28  0.80
C  3.08  -0.61  -0.69
C  1.67  -0.35  1.30
C  1.73  -0.21  -1.17
C  -0.47  -0.12  0.02
C  -3.76  -2.23  -0.20
C  -2.10  3.18  -0.12
N  -2.69  -1.58  0.39
N  0.90  -0.71  0.03
O  0.33  2.06  -0.20
O  -1.88  1.77  0.06
H  3.90  -0.93  1.40
H  3.46  0.70  0.88
H  4.04  -0.19  -1.06
H  3.22  -1.78  -0.62
H  1.43  -1.13  1.92
H  1.19  0.45  1.82
H  1.72  0.81  -1.18
H  1.26  -0.80  -1.94
H  -3.51  -3.07  -0.68
H  -4.37  -1.54  -0.97
H  -4.53  -2.68  0.63
H  -2.59  3.41  0.76
H  -2.48  3.48  -1.18
H  -1.15  3.60  0.08
H  0.73  -1.66  -0.18

Computed properties:
charge	+1
HOMO energy	-12.79	eV
Kohn-Sham gap	9.472	eV
LUMO	-3.3	eV

Atomic partial charges in e from the Löwdin method, atoms 1 to 4: C 0.137; C -0.502; C -0.115; C -0.163



Computed energy relative to the best compared isomer or geometry (same formula, charge and spin), in the same sequence as the records: 4.431; 4.727; 6.135; 0.688; 0.235; 9.824; 6.102; 4.170 eV.